Density functional theory data (ωB97M-V with the def2-TZVPD basis set) for an isolated molecule of C3H3F3 at a distorted geometry.

ORCA input file:
```
! wB97M-V def2-TZVPD RIJCOSX def2/J DEFGRID3
* xyz 0 1
C 0.38321 0.02646 0.13213
C 0.60074 -1.14815 -0.45590
C -0.79728 0.90388 0.23137
F 1.59238 0.54818 0.90059
F 1.75479 -1.78552 -0.59316
F -0.26974 -1.83055 -1.11625
H -0.95504 1.15043 1.18410
H -1.56180 0.26165 0.00667
H -0.74726 1.87363 -0.28954
*
```

Computed properties:
- E (Eh) = -415.6408
- SMILES string = CC(F)=C(F)F
- max |F| (eV/A) = 4.2
- LUMO level (eV) = 0.864
- HOMO level (eV) = -9.9

***

Density functional theory data (ωB97M-V with the def2-TZVPD basis set) for C37H49GaO9P3STe as an isolated structure at a distorted geometry.

ORCA input file:
```
! wB97M-V def2-TZVPD RIJCOSX def2/J DEFGRID3
* xyz 1 1
Ga 13.71248 -16.46973 -10.56287
O 16.37002 -13.39222 -9.69930
S 15.05034 -13.87195 -9.85751
O 14.28985 -13.36526 -10.94992
O 15.07377 -15.39499 -9.73904
C 14.21795 -13.28179 -8.41807
C 14.86614 -12.29633 -7.70430
C 14.24257 -11.76237 -6.58659
C 13.02699 -12.28007 -6.20104
C 12.34715 -13.22937 -6.96383
C 12.95312 -13.75518 -8.06431
P 12.06288 -15.05986 -9.11885
C 11.18720 -15.99791 -7.69233
C 11.94894 -16.68660 -6.81354
C 11.33928 -17.41984 -5.73159
C 9.90631 -17.51174 -5.65785
C 9.12352 -16.79139 -6.57276
C 9.76679 -16.03449 -7.54666
C 10.67457 -14.15226 -9.80914
C 10.35983 -12.80572 -9.48438
C 9.21834 -12.19538 -9.99497
C 8.32480 -12.87064 -10.82323
C 8.57952 -14.20972 -11.15384
C 9.80108 -14.79564 -10.70891
H 15.87508 -12.00649 -8.04298
H 14.73399 -11.00951 -6.02382
H 12.66086 -11.89207 -5.19712
H 11.38061 -13.60038 -6.64702
H 13.02957 -16.60417 -6.81944
H 11.97245 -18.00002 -5.04951
H 9.43916 -18.05938 -4.78374
H 8.07243 -16.87854 -6.41885
H 9.19414 -15.45480 -8.25683
H 11.01895 -12.28017 -8.86313
H 9.02698 -11.13610 -9.92609
H 7.44872 -12.40102 -11.20173
H 7.93116 -14.81908 -11.82816
H 9.95403 -15.83412 -10.97851
C 10.37874 -12.28888 -14.69864
C 11.53675 -12.79449 -13.89266
C 11.74871 -12.00355 -12.60157
O 11.31862 -14.22142 -13.61404
P 12.45905 -15.22956 -13.36645
O 12.47180 -15.77725 -11.94494
C 13.99769 -14.48060 -13.86562
P 15.49759 -15.39483 -13.26610
O 15.05069 -16.33777 -12.20620
O 15.98504 -16.00814 -14.63177
C 16.98772 -17.18888 -14.82484
C 16.19915 -18.35918 -14.34078
C 17.44289 -17.20036 -16.28022
O 16.57865 -14.39833 -12.74396
C 17.58994 -13.69085 -13.51616
C 16.99112 -12.24256 -13.71276
C 18.81111 -13.72786 -12.64998
O 12.11533 -16.33911 -14.36606
C 11.60441 -16.20515 -15.71986
C 12.42981 -17.08135 -16.75713
C 10.10295 -16.45022 -15.63044
H 10.61225 -11.26218 -15.02749
H 9.44790 -12.28290 -14.12635
H 10.25884 -12.74872 -15.67518
H 12.44386 -12.71533 -14.48746
H 10.78146 -11.90364 -12.06353
H 12.19000 -11.03807 -12.77123
H 12.33728 -12.57718 -11.87953
H 14.08256 -13.50646 -13.42227
H 14.17031 -14.31902 -14.97243
H 17.89316 -16.85318 -14.19558
H 15.29853 -18.49811 -14.85698
H 16.05677 -18.23765 -13.29126
H 16.79170 -19.26277 -14.58459
H 16.54796 -17.21884 -16.93439
H 18.13414 -18.05215 -16.37718
H 18.11592 -16.35617 -16.50722
H 17.79807 -14.08378 -14.52033
H 16.78961 -11.89728 -12.73873
H 16.10098 -12.37605 -14.34162
H 17.68822 -11.57308 -14.20595
H 18.58351 -13.41751 -11.64959
H 19.52953 -13.03569 -13.05096
H 19.22840 -14.73074 -12.71782
H 11.69434 -15.15425 -16.10160
H 12.75680 -17.96665 -16.24728
H 13.29443 -16.44211 -17.14491
H 11.74952 -17.26975 -17.58451
H 9.93644 -17.34141 -14.98251
H 9.74730 -16.67486 -16.64178
H 9.63779 -15.59422 -15.11477
Te 13.53972 -18.85762 -9.77603
C 11.59959 -18.87020 -10.84691
C 10.55929 -18.61588 -9.96859
C 9.24222 -18.56453 -10.46149
C 9.05707 -18.58791 -11.81214
C 10.12197 -18.89259 -12.67492
C 11.41011 -19.01878 -12.19249
H 10.61383 -18.62848 -8.85134
H 8.41153 -18.22572 -9.79569
H 8.09215 -18.35888 -12.25090
H 10.09971 -18.85518 -13.76021
H 12.18809 -19.15491 -12.91141
*
```

Computed properties:
- E (Eh) = -5731.5524
- max |F| (eV/A) = 3.1
- LUMO level (eV) = -1.759
- HOMO level (eV) = -10.3

***

Density functional theory data (ωB97M-V with the def2-TZVPD basis set) for C29H33Cl3GdN7P as an isolated structure at a distorted geometry.

ORCA input file:
```
! wB97M-V def2-TZVPD RIJCOSX def2/J DEFGRID3
* xyz 3 8
Gd 11.47922 15.47155 8.15780
C 15.06192 16.89860 10.60018
C 14.06665 16.19951 9.99477
N 13.44328 16.72647 8.92584
C 13.75882 17.93555 8.55193
C 14.70408 18.69363 9.30234
N 15.47549 18.12374 10.19595
C 12.91839 18.44802 7.46142
C 12.98728 19.74365 7.01080
C 12.02345 20.32504 6.21355
C 10.95855 19.52589 5.84677
C 10.93329 18.20982 6.22696
N 11.85300 17.65454 7.07178
C 9.87097 17.29235 5.84224
C 8.78176 17.49911 5.01512
N 7.73968 16.62316 4.95728
C 7.82257 15.47805 5.58264
C 8.98464 15.21035 6.37511
N 9.98081 16.05351 6.42518
C 12.10742 21.76853 5.97529
C 13.22048 22.40243 5.56880
C 13.15800 23.82933 5.49308
N 12.03451 24.44209 5.71393
C 10.92598 23.83543 6.16733
C 10.89728 22.49388 6.29952
H 15.66403 16.45131 11.33264
H 13.76707 15.27535 10.33215
H 14.84186 19.72566 9.16446
H 13.76875 20.37991 7.42528
H 10.09635 19.89218 5.30524
H 8.67728 18.40273 4.34105
H 7.14267 14.67784 5.61628
H 9.03753 14.31860 6.96846
H 14.17547 21.83016 5.28659
H 13.99727 24.47575 5.11144
H 10.11476 24.55926 6.28704
H 10.04256 22.08328 6.74036
Cl 8.97904 16.50931 13.66842
C 8.20133 16.18454 12.16572
Cl 7.68183 14.44170 12.03694
Cl 6.76795 17.19801 11.88044
C 9.13612 16.18995 10.98906
N 9.83841 15.91317 10.10292
C 14.61036 13.30724 7.38537
C 13.49854 12.92722 6.34939
C 13.32257 14.14037 5.43042
P 11.90391 12.55619 7.16103
C 10.78543 11.75645 5.88977
C 10.91115 12.42876 4.51818
C 11.25823 10.29736 5.83832
C 11.85167 11.35094 8.59583
C 12.52658 11.88007 9.85738
C 10.39592 10.90835 8.90601
H 15.55777 13.51377 6.90135
H 14.76894 12.45322 8.04844
H 14.32067 14.19827 7.91140
H 13.92531 12.08566 5.69522
H 13.05260 15.08164 6.05925
H 12.59854 14.12633 4.67005
H 14.29950 14.43507 5.08514
H 9.72556 11.77054 6.22501
H 11.91149 12.33376 4.11915
H 10.62242 13.46582 4.60010
H 10.29440 11.93334 3.73626
H 12.45485 10.32920 5.85068
H 10.89763 9.90256 4.87432
H 10.89717 9.74116 6.68684
H 12.42570 10.48321 8.21319
H 12.25504 12.93768 9.88055
H 13.63423 11.78737 9.77389
H 12.21878 11.36125 10.70857
H 9.82845 11.71406 9.42626
H 10.58314 10.08219 9.64332
H 9.78216 10.51445 8.15659
*
```

Computed properties:
- E (Eh) = -3994.7641
- max |F| (eV/A) = 3.2
- expectation value of S² = 16.10
- LUMO level (spin up / spin down) (eV) = -11.165 / -9.531
- HOMO level (spin up / spin down) (eV) = -15.4 / -15.4